DFT (wB97M-V/def2-TZVPD) results for a structure of composition C34H32N4OReS.

Atoms and positions in Å:
H -1.246 1.155 -4.633
H -1.208 -4.749 0.154
C -0.881 -3.205 -4.432
C -1.043 5.156 0.954
C -0.614 2.392 0.797
S 0.307 -2.884 -0.052
C 1.998 0.052 4.145
C -1.503 -3.141 -2.112
N 0.062 0.066 2.673
H -4.504 -0.107 -0.338
C 0.459 -3.114 -4.086
C -2.944 2.022 -0.011
C -0.214 -0.221 5.033
C 2.235 0.288 1.706
C -0.710 -0.113 3.734
H 5.199 0.730 3.288
H -2.255 -3.165 -1.333
C -0.212 -4.511 0.519
C 3.393 0.213 4.280
H -0.908 -0.355 5.850
C -0.509 0.935 -3.874
H -2.907 -3.312 -3.717
H -2.864 1.422 2.543
H -4.412 0.916 1.847
H -2.915 1.957 -1.099
H 4.072 -0.633 -0.290
H 4.940 -0.415 -2.565
H -3.038 4.732 0.283
H -1.212 6.222 1.031
C 4.143 0.525 3.181
C 1.737 0.497 -3.156
H 1.552 -0.178 6.244
N 1.537 0.204 0.504
H 0.514 -5.232 0.145
H 1.221 -3.120 -4.855
H 3.844 0.126 5.259
C -1.860 2.952 0.465
C 0.197 4.622 1.284
C 0.830 -3.023 -2.751
C 0.405 3.255 1.211
H -3.935 2.400 0.255
H 1.177 0.926 -5.195
Re -0.473 0.324 0.581
C -0.159 -3.042 -1.779
H 0.999 5.273 1.605
C 2.123 0.118 -0.754
H -3.268 -0.318 2.363
C 3.906 -0.161 -2.374
C 3.422 -0.251 -1.060
C -3.350 0.673 1.920
H -1.974 0.847 -2.326
C -3.447 -0.363 -0.224
H -1.164 -3.275 -5.474
H -0.193 -4.497 1.608
C 3.105 0.259 -3.400
H 1.874 -2.952 -2.467
C -2.070 4.319 0.542
C 1.419 0.119 2.859
C 1.242 0.390 -1.837
N -2.739 0.665 0.571
H 4.184 0.902 1.072
H -1.775 -0.162 3.575
C 0.820 0.809 -4.179
H -3.000 -0.468 -1.212
H -3.371 -1.322 0.286
C -1.863 -3.220 -3.447
N -0.093 0.524 -1.551
H 3.495 0.384 -4.401
C -0.922 0.770 -2.553
H 1.376 2.855 1.482
C 3.571 0.584 1.900
C 1.136 -0.131 5.245
O -0.740 -1.941 0.546

Forces on atoms 1 to 2 (eV/Å):
H -0.008 -0.002 0.010
H -0.014 0.094 -0.030

Computed properties:
Kohn-Sham gap (spin up / spin down) in eV: 6.904 / 6.407
⟨S²⟩: 3.792
Relative energy (zero: lowest compared OMol25 entry of this formula, charge and spin) in kcal/mol: 0.0
Multiplicity: 4
Total charge: +2

=====

DFT (wB97M-V/def2-TZVPD) results for a structure of composition C22H11Co2FO10S2.

Atoms and positions in Å:
O -1.875 2.595 -1.993
C 4.332 -1.363 -1.825
C -2.730 2.465 -1.220
C -2.543 1.489 3.670
C 1.008 -3.438 2.695
S 1.768 -1.241 -0.660
C 0.801 -2.127 3.141
C -0.418 -3.033 0.797
O 1.081 2.229 -2.122
H 0.398 -4.985 1.280
C 0.328 -3.926 1.573
O 2.291 -1.077 0.681
C 3.070 -0.788 -1.812
C 5.274 -0.924 -2.746
C 4.966 0.112 -3.625
H 5.728 0.503 -4.307
H -1.012 -3.345 -0.081
C -0.654 2.196 2.136
C -0.472 -1.650 1.139
O -5.821 4.494 -0.015
C 2.721 0.211 -2.700
O 1.159 -2.460 -1.163
C -3.275 0.554 0.874
O 0.168 0.283 -3.499
O -2.693 1.450 4.815
H -1.251 -0.916 -0.843
C -1.072 -0.654 0.210
Co -3.983 2.230 0.062
C 0.585 0.050 -0.804
H 4.500 -2.169 -1.129
S 1.008 0.817 -2.448
C 3.688 0.695 -3.596
H 1.290 -1.765 4.052
H -0.283 -0.260 2.754
C -5.129 3.571 0.058
H 1.693 -4.113 3.234
H 3.431 1.526 -4.261
C -1.936 0.273 0.796
C -0.008 -1.256 2.399
O 0.380 2.650 2.379
O -2.908 4.522 1.995
Co -2.293 1.648 1.915
C -5.276 1.333 -0.720
H -4.052 -0.193 1.058
O -6.158 0.756 -1.206
C -2.906 3.392 1.661
F 0.829 1.008 0.155
H 6.255 -1.371 -2.754

Forces on atoms 1 to 2 (eV/Å):
O -2.044 -0.297 1.435
C -0.398 -0.036 -0.165

Computed properties:
Kohn-Sham gap in eV: 3.921
Relative energy (zero: lowest compared OMol25 entry of this formula, charge and spin) in kcal/mol: 57.4
Total charge: -2

=====

DFT (wB97M-V/def2-TZVPD) results for a structure of composition C5H13NO.

Atoms and positions in Å:
H -1.995 1.173 0.229
H -3.582 0.578 0.224
H -2.590 -1.210 1.938
C -2.552 0.240 0.336
H 3.344 -0.223 -1.659
H -2.440 -0.540 -1.579
H 4.941 0.058 -0.909
C 0.154 0.462 -0.530
C 3.868 0.067 -0.745
H -2.798 0.476 2.403
H -1.186 -0.114 2.112
H 3.579 1.090 -0.501
H 0.178 1.271 -1.261
H 3.611 -0.572 0.096
C -2.220 -0.194 1.765
H -0.111 -1.665 -0.694
N -2.031 -0.745 -0.661
O 1.132 0.680 0.474
C -0.584 -0.690 -0.798
H 1.285 -0.144 -0.240

Forces on atoms 1 to 2 (eV/Å):
H -0.137 0.240 -0.249
H -0.228 -0.976 -0.282

Computed properties:
Kohn-Sham gap in eV: 8.124
Relative energy (zero: lowest compared OMol25 entry of this formula, charge and spin) in kcal/mol: 138.1

=====

What F_max values result from the calculations? In sequence: 0.018, 0.102, 0.087 Eh/bohr.